Record 1
{
  "formula": "C19H26AsF6N2NaO9S3",
  "method": "ωB97M-V/def2-TZVPD",
  "orbital_gap_ha": 0.2746,
  "relative_energy_ev": 0.0000,
  "multiplicity": 1,
  "charge": -2,
  "lumo_ev": 3.913,
  "elements": ["F", "H", "O", "C", "H", "C", "C", "H", "C", "H", "S", "H", "C", "H", "H", "C", "C", "H", "O", "H", "O", "H", "C", "H", "H", "C", "O", "H", "H", "H", "H", "F", "H", "S", "C", "Na", "C", "C", "S", "H", "O", "H", "O", "H", "H", "O", "C", "H", "O", "N", "N", "F", "C", "As", "F", "H", "C", "F", "C", "C", "C", "O", "F", "H", "H", "C", "H"],
  "coordinates": [[-4.0781, 2.8678, -1.5564], [3.3048, -0.3672, -2.1907], [0.9642, 1.1278, 4.5748], [-3.3349, 3.9523, -1.7163], [-3.6269, -0.1651, 5.7246], [-0.9430, -3.0758, -1.7842], [-1.7691, 0.3998, 4.8065], [3.4443, 0.5920, 2.3246], [4.0670, 2.3738, -0.1968], [-0.9098, -4.1352, -2.0546], [-1.5340, 3.5636, -1.7040], [-0.1235, -2.5622, -2.2905], [0.3544, 1.0007, 3.4998], [-4.0434, -2.2375, -0.8198], [4.5398, 2.0497, -1.1261], [0.8577, 1.9864, -3.9966], [-3.7232, -0.2541, 3.5794], [-2.2527, -1.3861, -2.0379], [-2.3503, -5.0239, 0.3211], [-0.0698, -3.5522, 0.2010], [-0.9050, 4.8297, -1.9419], [3.7406, -1.6333, 3.4853], [-1.1222, 0.5788, 3.5901], [-1.2167, 0.5839, 5.7172], [4.6098, -0.4243, 1.4471], [3.7058, -0.6948, -1.2281], [-1.2124, 0.4487, -4.0922], [-4.7462, -0.5942, 3.5001], [2.1531, 2.2575, 0.8200], [2.0447, 2.1420, -0.9316], [-2.6055, -2.7068, -3.1546], [-3.6868, 4.5487, -2.8629], [4.6686, -0.1997, -1.0826], [-2.4166, -3.5187, 0.3911], [3.8738, -2.2103, -1.2034], [-0.6377, 0.7851, 0.4369], [3.5625, -0.3282, 1.7510], [-3.5812, -0.3501, 1.0197], [-0.6385, 1.3395, -3.1318], [2.9149, -2.7141, -1.3448], [-2.7583, -0.2615, 0.0719], [3.1426, -2.4509, 2.0355], [-4.7811, -0.6703, 0.9718], [4.0790, 3.4676, -0.1922], [-0.6939, -1.8971, 0.0190], [-0.1053, 0.8006, -1.9070], [-2.9984, -0.0587, 2.4108], [2.0888, -1.3581, 2.9378], [-1.3064, 2.9061, -0.4486], [-1.7384, 0.3609, 2.4350], [-1.5056, 2.6248, -2.9747], [-3.5969, 4.8032, -0.7140], [-2.3011, -2.4701, -2.1328], [2.4245, -0.0944, 0.1566], [1.4582, 2.9389, -3.2755], [4.2760, -2.5455, -0.2436], [3.1134, -1.5130, 2.5978], [0.5480, 2.5065, -5.1889], [-3.3149, -2.9937, -1.1113], [-0.8352, -2.9372, -0.2725], [-3.0925, -0.0166, 4.7918], [0.7941, 1.1543, 2.3277], [1.7418, 0.9983, -4.1966], [-3.8067, -3.9171, -1.4204], [4.5530, -2.5623, -1.9855], [2.6422, 1.8533, -0.0667], [4.6944, 2.0381, 0.6326]],
  "forces_ev_per_angstrom": [[0.021, 0.006, -0.002], [0.004, 0.001, -0.003], [-0.032, -0.009, -0.051], [-0.008, -0.019, 0.046], [-0.005, -0.003, -0.006], [0.003, -0.042, 0.015], [0.014, 0.004, -0.027], [-0.001, -0.009, 0.012], [0.017, 0.029, 0.013], [0.007, 0.005, -0.002], [-0.127, -0.023, -0.094], [-0.008, 0.026, -0.005], [0.092, 0.032, -0.029], [-0.018, -0.025, 0.006], [-0.008, -0.009, -0.002], [0.056, 0.031, 0.023], [-0.010, -0.005, -0.026], [0.013, -0.008, -0.007], [-0.005, -0.002, 0.006], [0.010, 0.002, -0.025], [0.028, 0.007, 0.004], [0.006, 0.008, -0.001], [0.029, 0.004, 0.039], [-0.007, -0.005, 0.007], [-0.003, 0.000, -0.001], [0.004, -0.019, 0.028], [0.002, 0.009, 0.003], [0.001, 0.002, 0.013], [0.003, 0.015, -0.002], [-0.009, 0.010, -0.012], [0.001, -0.011, 0.008], [-0.011, 0.009, 0.006], [0.011, -0.010, -0.003], [-0.034, -0.005, 0.012], [-0.007, -0.030, 0.001], [-0.115, 0.075, -0.042], [0.004, 0.013, -0.024], [-0.031, -0.018, -0.031], [0.017, -0.105, 0.009], [-0.004, 0.009, 0.001], [0.009, -0.013, -0.063], [0.003, 0.004, -0.001], [0.006, -0.014, 0.007], [-0.002, 0.000, -0.003], [-0.117, -0.007, 0.053], [0.066, -0.084, -0.130], [0.013, 0.019, 0.022], [0.003, 0.006, -0.003], [0.071, 0.107, 0.057], [-0.038, -0.108, 0.112], [0.005, 0.101, 0.025], [-0.005, -0.010, -0.020], [-0.029, 0.027, -0.011], [-0.018, 0.064, -0.007], [-0.012, -0.032, -0.002], [0.002, 0.007, -0.001], [-0.026, -0.027, 0.007], [-0.016, -0.018, 0.001], [0.052, 0.072, 0.009], [0.126, -0.007, -0.060], [-0.003, 0.010, 0.024], [0.034, 0.029, 0.120], [-0.011, 0.003, 0.010], [-0.012, -0.008, -0.006], [0.001, 0.008, 0.000], [0.003, -0.063, 0.004], [-0.003, -0.006, -0.002]]
}

Record 2
{
  "formula": "C12H19BF4O5S4Ti",
  "method": "ωB97M-V/def2-TZVPD",
  "orbital_gap_ha": [0.2100, 0.2338],
  "relative_energy_ev": 0.4103,
  "s2": 0.7534,
  "multiplicity": 2,
  "charge": -1,
  "lumo_ev": [2.042, 2.042],
  "elements": ["H", "O", "B", "H", "F", "C", "C", "O", "C", "O", "H", "S", "H", "H", "F", "F", "O", "Ti", "C", "C", "C", "C", "H", "O", "C", "C", "C", "C", "S", "H", "S", "H", "C", "H", "H", "H", "H", "H", "H", "F", "H", "H", "H", "H", "S", "H"],
  "coordinates": [[-1.3969, 1.0236, 4.4441], [4.0157, -1.7283, 2.1493], [3.0586, 1.3977, -2.3657], [-1.4940, 2.0284, 1.5661], [2.9141, 1.9999, -1.1195], [-0.5278, 2.4904, 1.3726], [-3.2954, -0.8672, 0.3075], [1.1880, -1.5372, 0.1375], [-1.6987, 0.9075, -2.2260], [3.2819, -0.3341, 0.5587], [1.4529, 2.3916, 2.2291], [0.4508, 0.4313, 3.0084], [2.4827, -3.5253, -3.4762], [0.1607, 2.7753, 3.3941], [3.2415, 2.2703, -3.3933], [4.0333, 0.4103, -2.2726], [1.3648, -2.9328, 1.8767], [2.2093, -0.4448, -0.8858], [-1.6236, 1.8133, -1.0071], [-1.2035, 0.1879, 3.7708], [0.4219, 2.1782, 2.5184], [1.8127, -2.0739, 1.1545], [-3.8006, 0.1017, 0.2739], [3.6124, -2.8075, -1.3423], [3.1867, -1.3884, 1.3504], [2.2464, -2.4792, -3.2634], [2.7700, -2.0945, -1.8733], [-2.9832, -1.3604, -1.1097], [-1.3942, -0.8453, -1.8798], [2.7549, -1.8420, -3.9924], [-1.7378, -0.6842, 1.2361], [-2.3077, 1.4610, -0.2375], [-2.3873, -0.0378, 2.8122], [-0.6498, 3.5720, 1.2828], [-2.8893, -2.4460, -1.1182], [-0.9289, 1.1800, -2.9496], [1.1702, -2.3158, -3.3392], [-2.9355, 0.8895, 2.6213], [-2.6766, 0.9891, -2.7050], [1.7834, 0.6521, -2.5727], [-1.0332, -0.7131, 4.3588], [-3.9409, -1.5800, 0.8249], [-3.7808, -1.0729, -1.7965], [-3.0858, -0.7648, 3.2313], [0.0553, 1.8917, -0.2645], [-1.8969, 2.8327, -1.2892]],
  "forces_ev_per_angstrom": [[-0.048, -0.063, 0.080], [-0.188, -0.138, -0.026], [0.513, 1.037, -0.641], [-0.003, 0.091, -0.082], [-0.008, 0.044, -0.052], [0.276, 0.114, -0.330], [0.388, 0.150, 0.246], [-1.414, -1.483, 1.626], [0.190, -0.257, 0.142], [1.421, 0.029, 1.932], [0.007, 0.086, 0.120], [-0.136, 0.110, 0.274], [0.008, 0.015, -0.015], [0.066, 0.103, -0.037], [-0.055, -0.004, -0.038], [-0.159, -0.025, -0.011], [0.327, 0.124, -0.079], [-0.713, 2.045, -2.586], [0.381, 0.172, -0.021], [0.387, -0.002, -0.366], [-0.069, -0.447, -0.155], [-0.734, -0.532, 0.573], [-0.100, -0.039, 0.004], [-0.196, -0.205, 0.016], [0.626, 0.081, 0.823], [0.194, -0.217, 0.141], [0.696, -1.177, -1.223], [0.439, 0.064, -0.157], [-0.402, 0.021, 0.037], [-0.096, 0.038, -0.038], [-0.183, -0.225, 0.064], [0.068, 0.058, 0.001], [0.123, -0.170, -0.371], [-0.096, 0.008, 0.091], [-0.099, -0.014, 0.028], [-0.061, 0.038, -0.071], [-0.034, 0.079, -0.048], [0.006, 0.002, 0.055], [0.015, 0.135, -0.039], [-0.144, 0.137, -0.263], [-0.098, 0.039, 0.080], [-0.106, 0.015, -0.133], [-0.063, -0.100, 0.023], [-0.004, 0.087, 0.129], [-0.830, 0.196, 0.325], [-0.092, -0.021, -0.029]]
}

Record 3
{
  "formula": "CH2INO",
  "method": "ωB97M-V/def2-TZVPD",
  "orbital_gap_ha": 0.3478,
  "relative_energy_ev": 3.2099,
  "multiplicity": 1,
  "smiles": "NC(=O)I",
  "lumo_ev": 0.147,
  "elements": ["H", "O", "I", "N", "H", "C"],
  "coordinates": [[0.4279, 0.6365, -0.0045], [-1.4247, 2.4174, -0.0005], [-3.2850, -0.1769, 0.0040], [-0.4097, 0.1583, -0.0370], [-0.5756, -0.8362, 0.3458], [-1.5160, 0.8290, -0.0500]],
  "forces_ev_per_angstrom": [[2.057, 1.054, 0.245], [-0.711, -9.046, -0.531], [-0.467, -0.031, -0.012], [-2.503, -4.258, 1.035], [1.302, 2.006, -1.147], [0.322, 10.275, 0.409]]
}